Density functional theory data (ωB97M-V with the def2-TZVPD basis set) for a 6-piece molecular cluster, C37H71ClNO18 overall.

Structure (XYZ):
```
128
Properties=species:S:1:pos:R:3:forces:R:3:lowdin_charge:R:1
C 4.684 -0.553 1.826 0.1 0.1 -0.2 0.018
C 4.577 0.043 0.630 -0.1 -0.2 0.7 -0.141
C 3.248 0.596 0.187 0.2 1.0 0.6 -0.137
C 2.961 0.340 -1.285 0.5 -0.1 0.4 -0.235
O 3.262 -1.022 -1.604 -0.6 0.5 -0.8 -0.075
C 2.198 -1.955 -1.589 0.0 -0.7 0.4 -0.318
C 1.882 -2.471 -0.175 -0.1 -0.3 -0.4 0.012
C 0.938 -1.477 -2.341 0.2 -0.6 1.0 -0.031
N 1.141 -0.101 -2.862 -1.2 0.3 -0.3 0.028
C 1.958 0.006 -4.106 1.3 -0.4 -0.6 -0.061
C 2.363 -1.335 -4.714 -1.9 -2.6 -1.6 -0.709
O 1.566 -2.045 -5.329 2.1 2.1 1.7 0.055
Cl 4.026 -1.864 -4.510 -0.5 0.7 -0.1 0.825
C 1.570 0.835 -1.756 0.9 0.9 0.5 -0.273
C 1.739 2.280 -2.240 -0.5 0.3 0.0 -0.104
C 0.472 3.085 -2.525 -0.1 0.2 -0.8 -0.147
C -0.449 2.578 -3.658 -0.8 -0.4 0.7 -0.158
C -1.805 2.021 -3.139 -0.1 0.1 -0.4 -0.198
C -3.046 2.767 -3.668 -0.3 0.0 0.7 -0.167
C -4.050 3.172 -2.561 -0.2 -0.1 -0.2 -0.192
C -5.362 2.396 -2.649 0.1 -0.1 0.3 -0.215
C -5.295 1.017 -1.980 -0.3 -0.6 -0.2 -0.257
C -5.831 -0.097 -2.884 0.0 0.3 0.3 -0.111
C 0.502 0.844 -0.651 0.2 -1.3 0.1 -0.172
O 0.689 1.917 0.211 -0.4 0.2 -0.3 -0.145
C 0.077 1.661 1.481 0.5 -0.1 0.5 -0.224
C -0.006 2.945 2.275 -0.3 0.1 -0.2 -0.040
H 4.110 -0.221 2.683 -1.0 -0.7 -0.2 0.062
H 5.330 -1.399 2.008 1.1 0.7 0.2 0.063
H 5.466 0.163 0.024 -0.2 -0.8 -0.7 0.112
H 2.491 0.117 0.794 -0.2 -0.1 0.1 0.095
H 3.160 1.661 0.411 0.0 0.2 -0.3 0.130
H 3.690 0.929 -1.839 0.2 -0.1 -0.3 0.155
H 2.560 -2.824 -2.127 0.4 0.1 -0.3 0.134
H 0.896 -2.179 0.177 0.0 0.2 0.3 0.071
H 2.681 -2.194 0.501 0.0 0.2 0.2 0.080
H 1.882 -3.556 -0.198 -0.1 -0.2 0.0 0.090
H 0.614 -2.155 -3.118 0.3 0.1 -0.5 0.134
H 0.118 -1.505 -1.632 -0.3 0.7 0.0 0.125
H 0.204 0.230 -3.111 0.0 0.0 -0.1 0.152
H 2.868 0.567 -3.953 0.1 0.1 0.5 0.117
H 1.424 0.534 -4.885 -0.5 0.0 0.0 0.138
H 2.408 2.388 -3.091 0.1 -0.3 -0.1 0.125
H 2.254 2.780 -1.426 0.1 0.0 0.2 0.133
H -0.133 3.255 -1.645 0.0 -0.2 0.4 0.109
H 0.806 4.079 -2.810 0.2 0.1 0.0 0.121
H -0.699 3.393 -4.324 0.2 0.1 -0.2 0.106
H -0.012 1.793 -4.274 0.4 0.3 -0.2 0.078
H -1.913 0.967 -3.410 0.0 -0.2 0.0 0.102
H -1.854 2.052 -2.055 0.2 0.1 0.2 0.079
H -2.756 3.673 -4.191 0.2 0.0 -0.2 0.104
H -3.596 2.145 -4.365 0.1 -0.1 -0.3 0.104
H -4.239 4.240 -2.606 -0.1 0.2 -0.1 0.097
H -3.645 2.973 -1.571 0.2 0.1 0.1 0.100
H -5.639 2.247 -3.691 0.0 0.2 -0.2 0.102
H -6.162 2.973 -2.194 -0.1 0.1 0.0 0.103
H -5.887 0.994 -1.068 0.0 0.2 0.2 0.102
H -4.280 0.758 -1.678 0.2 0.1 0.0 0.091
H -5.131 -0.292 -3.690 0.0 -0.1 -0.3 0.066
H -6.787 0.219 -3.294 -0.1 -0.1 -0.2 0.074
H -6.014 -1.014 -2.334 0.1 -0.2 0.1 0.066
H -0.502 0.802 -1.084 -0.2 0.3 -0.1 0.132
H 0.609 -0.086 -0.086 -0.1 -0.1 0.1 0.113
H -0.892 1.180 1.360 -0.2 0.0 -0.2 0.128
H 0.718 0.958 2.019 0.0 -0.2 0.0 0.119
H 0.706 3.661 1.879 0.2 0.1 0.0 0.083
H 0.216 2.765 3.320 0.1 0.0 0.2 0.074
H -0.997 3.382 2.218 -0.1 0.2 -0.1 0.077
C -8.290 5.722 -3.668 -0.1 -0.2 -0.1 -0.037
O -8.114 7.057 -3.194 -0.1 0.0 0.0 0.013
C -6.880 7.339 -2.789 -0.1 0.1 0.0 -0.627
O -5.945 6.580 -2.794 0.1 -0.1 0.0 0.109
O -6.857 8.602 -2.377 0.0 0.1 0.0 0.013
C -5.583 9.050 -1.909 0.1 0.2 0.1 -0.038
H -9.332 5.633 -3.962 0.0 0.1 0.0 0.096
H -7.656 5.533 -4.532 0.1 0.0 0.1 0.098
H -8.077 5.002 -2.879 0.1 0.0 0.0 0.090
H -4.841 8.995 -2.703 0.0 -0.1 0.0 0.097
H -5.262 8.464 -1.051 0.0 -0.1 -0.1 0.096
H -5.711 10.086 -1.609 -0.1 0.0 0.0 0.095
C 1.744 1.133 8.166 -0.1 -0.1 0.2 -0.024
O 1.942 1.157 6.747 -0.1 0.0 0.0 -0.017
C 2.782 2.101 6.327 -0.1 -0.1 0.0 -0.625
O 3.356 2.898 7.014 0.1 0.1 0.0 0.143
O 2.876 2.002 4.998 0.0 0.0 -0.2 -0.017
C 3.749 2.958 4.396 0.1 0.1 -0.2 -0.040
H 1.047 0.324 8.368 0.0 0.0 -0.1 0.090
H 2.681 0.934 8.680 0.0 0.1 0.0 0.104
H 1.315 2.071 8.509 0.1 0.1 0.0 0.101
H 4.767 2.840 4.762 0.0 0.1 0.1 0.101
H 3.401 3.973 4.577 0.0 0.0 0.1 0.100
H 3.735 2.763 3.326 -0.1 -0.1 0.0 0.081
C 2.833 -5.091 9.532 0.1 -0.2 0.2 -0.034
O 1.894 -4.101 9.103 0.0 0.0 0.1 0.008
C 2.133 -3.606 7.894 -0.1 0.0 0.1 -0.627
O 3.039 -3.915 7.167 0.1 0.0 -0.1 0.126
O 1.191 -2.702 7.621 -0.1 0.1 0.0 0.001
C 1.331 -2.083 6.343 -0.1 0.1 -0.2 -0.048
H 2.522 -5.404 10.523 -0.1 0.1 0.0 0.095
H 2.820 -5.948 8.862 0.1 0.1 -0.1 0.098
H 3.836 -4.670 9.586 0.0 0.0 -0.1 0.098
H 1.258 -2.823 5.546 0.1 0.0 0.0 0.097
H 2.274 -1.545 6.276 0.0 -0.1 0.0 0.092
H 0.514 -1.374 6.242 0.0 0.0 0.2 0.091
C -3.631 -3.662 3.040 -0.1 0.0 0.2 -0.028
O -3.639 -4.383 1.805 -0.1 0.0 0.0 0.018
C -2.689 -4.032 0.952 -0.1 -0.1 0.0 -0.626
O -1.853 -3.182 1.132 0.2 0.2 -0.1 0.103
O -2.815 -4.782 -0.142 0.0 0.0 -0.1 0.016
C -1.854 -4.519 -1.158 0.1 -0.1 -0.2 -0.045
H -4.453 -4.052 3.631 0.0 -0.1 -0.1 0.097
H -2.697 -3.824 3.573 0.0 0.1 -0.1 0.098
H -3.787 -2.599 2.865 0.1 0.0 0.0 0.097
H -0.845 -4.714 -0.795 0.0 0.1 0.0 0.093
H -1.939 -3.490 -1.509 0.0 0.0 0.1 0.087
H -2.075 -5.195 -1.978 -0.1 0.0 0.1 0.099
C 5.303 -7.797 -1.544 0.1 -0.2 0.2 -0.033
O 4.478 -6.782 -2.126 -0.1 0.0 0.1 0.000
C 4.808 -6.464 -3.376 -0.1 0.0 0.1 -0.627
O 5.703 -6.940 -4.016 0.1 0.0 -0.1 0.139
O 3.967 -5.514 -3.796 -0.1 0.2 0.0 -0.011
C 4.205 -5.071 -5.134 -0.1 -0.1 -0.3 -0.075
H 4.930 -7.960 -0.537 -0.1 0.1 0.0 0.094
H 5.227 -8.724 -2.109 0.1 0.0 -0.1 0.100
H 6.338 -7.469 -1.496 0.0 0.0 -0.1 0.099
H 4.085 -5.889 -5.841 0.1 -0.1 0.1 0.104
H 5.198 -4.634 -5.226 0.1 -0.1 0.0 0.092
H 3.461 -4.315 -5.345 -0.1 0.0 0.1 0.040
```
Positions in Å, forces in eV/Å.

Computed properties:
E_LUMO = -3.195 eV
total charge = +1
DFT total energy = -3321.375054 a.u.
frontier orbital gap = 8.22 eV
energy relative to the best compared isomer or geometry (same formula, charge and spin) = 14.3 kcal/mol
largest force on an atom = 3.6 eV/Å